Record 1
{"formula": "C19H34NO7", "method": "wB97M-V/def2-TZVPD", "gap_ev": 6.5, "total_energy_ev": -36064.150, "lumo_ev": 2.1, "total_charge": -1, "species": ["O", "C", "C", "C", "N", "C", "C", "C", "O", "C", "O", "O", "C", "C", "C", "C", "C", "C", "H", "H", "H", "H", "H", "H", "H", "H", "H", "H", "H", "H", "H", "H", "H", "H", "C", "C", "O", "H", "H", "H", "H", "H", "H", "C", "C", "O", "H", "H", "H", "H", "H", "H", "C", "C", "O", "H", "H", "H", "H", "H", "H"], "positions_angstrom": [[-2.304, -1.760, 0.685], [-1.840, -1.873, -0.591], [-2.503, -2.874, -1.708], [-4.009, -2.407, -2.225], [-4.721, -1.562, -1.193], [-5.845, -0.735, -1.774], [-5.301, 0.807, -1.941], [-6.277, 1.900, -1.164], [-5.585, 3.203, -1.023], [-3.792, -1.692, -3.684], [-2.846, -0.806, -4.004], [-4.743, -2.110, -4.767], [-0.491, -0.936, -0.906], [0.888, -1.390, -0.127], [2.253, -0.484, -0.420], [2.291, 0.819, -1.447], [0.902, 1.268, -2.203], [-0.475, 0.370, -1.896], [-1.753, -2.902, -2.636], [-2.569, -3.979, -1.305], [-4.616, -3.420, -2.400], [-5.209, -2.267, -0.563], [-6.360, -1.185, -2.723], [-6.692, -0.692, -0.934], [-4.262, 0.851, -1.355], [-5.050, 1.104, -3.048], [-7.271, 1.950, -1.791], [-6.473, 1.524, -0.048], [-4.771, 3.086, -0.436], [0.919, -2.307, 0.622], [3.276, -0.753, 0.132], [3.274, 1.453, -1.660], [0.809, 2.183, -2.965], [-1.443, 0.743, -2.439], [-1.266, -1.830, 4.390], [0.059, -1.296, 3.885], [0.353, -1.851, 2.612], [-1.236, -2.922, 4.465], [-1.505, -1.415, 5.373], [-2.074, -1.580, 3.695], [0.867, -1.566, 4.571], [0.033, -0.205, 3.795], [-0.366, -1.598, 2.009], [4.647, 4.303, 1.109], [4.342, 3.723, -0.257], [2.965, 3.388, -0.345], [4.393, 3.587, 1.897], [5.706, 4.562, 1.195], [4.048, 5.202, 1.290], [4.926, 2.813, -0.425], [4.581, 4.438, -1.050], [2.455, 4.204, -0.203], [6.293, -1.497, 2.218], [7.060, -0.614, 1.256], [6.436, 0.658, 1.163], [5.257, -1.620, 1.886], [6.758, -2.483, 2.298], [6.256, -1.043, 3.214], [7.076, -1.060, 0.257], [8.093, -0.475, 1.588], [6.435, 1.050, 2.053]], "mulliken_charge": [-0.560, 0.352, -0.660, 0.306, -0.288, -0.696, -0.063, -0.436, -0.538, 0.045, -0.579, -0.774, 0.314, -0.337, -0.585, -0.175, -0.588, -0.013, 0.328, 0.352, 0.218, 0.254, 0.318, 0.365, -0.054, 0.306, 0.266, 0.253, 0.304, 0.430, 0.143, 0.292, 0.262, 0.248, -0.955, -0.315, -0.441, 0.244, 0.349, 0.276, 0.269, 0.272, 0.266, -1.146, -0.086, -0.458, 0.266, 0.319, 0.400, 0.213, 0.246, 0.255, -0.891, -0.278, -0.445, 0.136, 0.333, 0.335, 0.278, 0.286, 0.262]}

---

Record 2
{"formula": "C19H34O11S", "method": "wB97M-V/def2-TZVPD", "gap_ev": 10.6, "smiles": "CCCOC[C@H]1OS(=O)(=O)O[C@H]1[C@H](C)CCC.C[C@@H]1COC(=O)O1.C[C@@H]1COC(=O)O1", "total_energy_ev": -53611.907, "lumo_ev": 0.6, "total_charge": 0, "species": ["C", "C", "C", "O", "C", "C", "O", "S", "O", "O", "O", "C", "C", "C", "C", "C", "C", "H", "H", "H", "H", "H", "H", "H", "H", "H", "H", "H", "H", "H", "H", "H", "H", "H", "H", "H", "H", "H", "H", "C", "C", "C", "O", "C", "O", "O", "H", "H", "H", "H", "H", "H", "C", "C", "C", "O", "C", "O", "O", "H", "H", "H", "H", "H", "H"], "positions_angstrom": [[-1.033, 1.111, 3.890], [-2.124, 0.046, 4.010], [-1.727, -1.330, 3.457], [-2.483, -1.705, 2.309], [-2.202, -0.907, 1.181], [-2.716, -1.662, -0.036], [-3.306, -0.725, -0.993], [-2.117, -0.112, -1.853], [-2.587, 0.117, -3.170], [-1.476, 0.923, -1.115], [-1.191, -1.400, -1.821], [-1.767, -2.433, -0.971], [-0.705, -3.387, -0.430], [0.045, -2.950, 0.826], [0.270, -3.799, -1.548], [1.397, -2.797, -1.858], [1.662, -2.664, -3.351], [-0.341, 1.081, 4.733], [-1.472, 2.106, 3.853], [-0.449, 0.970, 2.976], [-2.442, -0.051, 5.050], [-3.011, 0.374, 3.463], [-0.659, -1.333, 3.197], [-1.898, -2.130, 4.177], [-2.738, 0.048, 1.215], [-1.134, -0.675, 1.121], [-3.530, -2.307, 0.289], [-2.423, -3.025, -1.616], [-1.291, -4.280, -0.184], [0.432, -1.933, 0.742], [0.907, -3.603, 0.979], [-0.587, -3.012, 1.712], [0.711, -4.752, -1.242], [-0.296, -4.008, -2.463], [2.317, -3.114, -1.362], [1.143, -1.815, -1.460], [2.487, -1.975, -3.537], [0.777, -2.273, -3.862], [1.926, -3.627, -3.794], [-3.152, 5.353, 1.250], [-3.846, 5.161, 2.571], [-3.671, 6.282, 3.582], [-3.713, 5.586, 4.833], [-3.342, 4.303, 4.616], [-3.105, 3.505, 5.464], [-3.271, 4.052, 3.288], [-3.347, 4.515, 0.582], [-3.514, 6.265, 0.773], [-2.075, 5.435, 1.398], [-4.908, 4.938, 2.434], [-4.458, 7.030, 3.563], [-2.694, 6.762, 3.481], [5.404, 1.042, -4.234], [6.050, -0.099, -3.496], [7.101, -0.878, -4.270], [6.969, -2.197, -3.735], [5.713, -2.334, -3.245], [5.227, -3.358, -2.892], [5.088, -1.133, -3.220], [4.683, 1.556, -3.601], [6.165, 1.760, -4.543], [4.887, 0.672, -5.120], [6.455, 0.228, -2.534], [8.118, -0.529, -4.118], [6.870, -0.906, -5.338]], "mulliken_charge": [-0.794, -0.366, -0.488, -0.492, -0.496, -0.002, -0.469, 1.134, -0.642, -0.565, -0.232, -0.410, 0.653, -1.614, -1.436, -0.055, -1.336, 0.332, -0.036, 0.327, 0.412, 0.197, 0.289, 0.386, 0.529, 0.202, 0.504, 0.353, 0.460, 0.239, 0.502, 0.397, 0.497, 0.508, 0.473, 0.180, 0.128, 0.409, 0.325, -1.399, 0.453, -0.495, -0.353, 0.609, -0.502, -0.244, 0.334, 0.386, 0.349, 0.249, 0.308, 0.300, -1.425, 0.448, -0.484, -0.349, 0.607, -0.493, -0.245, 0.357, 0.384, 0.352, 0.245, 0.303, 0.303]}

---

Record 3
{"formula": "C19H35HfNO2P2", "method": "wB97M-V/def2-TZVPD", "gap_ev": [6.2, 6.2], "total_energy_ev": -45719.048, "lumo_ev": [-6.8, -6.8], "total_charge": 2, "species": ["P", "P", "C", "C", "H", "H", "H", "H", "C", "H", "H", "H", "C", "H", "H", "H", "C", "H", "H", "H", "C", "H", "H", "H", "Hf", "C", "C", "C", "C", "C", "C", "C", "C", "C", "H", "H", "H", "H", "H", "H", "H", "H", "H", "H", "H", "H", "H", "H", "H", "O", "C", "C", "C", "C", "O", "N", "H", "H", "H", "H"], "positions_angstrom": [[-0.698, 2.220, 1.599], [2.483, 1.364, -1.621], [1.141, 2.405, 1.129], [1.675, 2.751, -0.266], [1.678, 1.550, 1.598], [1.434, 3.280, 1.751], [1.008, 3.458, -0.914], [2.521, 3.429, -0.214], [3.997, 1.226, -0.661], [4.449, 0.244, -0.864], [3.792, 1.303, 0.423], [4.632, 2.063, -1.002], [2.831, 1.855, -3.303], [3.285, 2.843, -3.340], [1.929, 1.857, -3.932], [3.520, 1.117, -3.725], [-0.569, 2.366, 3.374], [-1.204, 1.607, 3.823], [-0.899, 3.346, 3.706], [0.453, 2.212, 3.718], [-2.074, 3.302, 1.167], [-2.017, 3.775, 0.167], [-2.131, 4.086, 1.949], [-2.980, 2.667, 1.180], [0.046, 1.835, -1.467], [2.191, 4.792, -2.458], [3.298, 4.589, -1.718], [3.720, 5.379, -0.524], [2.600, 6.151, 0.229], [1.320, 5.437, 0.418], [0.315, 5.311, -0.487], [0.248, 6.175, -1.692], [1.523, 6.090, -2.596], [-1.205, 0.538, 1.354], [1.711, 4.030, -3.058], [4.051, 3.860, -2.008], [4.508, 6.097, -0.816], [4.212, 4.698, 0.190], [3.014, 6.394, 1.226], [2.450, 7.099, -0.288], [1.091, 5.193, 1.457], [-0.593, 4.737, -0.271], [0.118, 7.237, -1.401], [-0.633, 5.886, -2.285], [1.196, 6.248, -3.635], [2.203, 6.923, -2.370], [-1.716, 0.489, 0.362], [-1.852, 0.220, 2.183], [-0.321, -0.114, 1.322], [-0.735, 0.149, -2.656], [-0.196, -0.821, -1.994], [0.019, -2.282, -2.291], [1.091, -2.650, -1.281], [1.447, -1.370, -0.523], [2.389, -1.155, 0.218], [0.484, -0.410, -0.903], [-0.931, -2.811, -2.111], [0.309, -2.450, -3.340], [0.708, -3.388, -0.571], [1.986, -3.100, -1.719]], "mulliken_charge": [1.413, 0.791, -1.182, 0.265, 0.527, 0.875, -1.544, 1.145, -1.223, 0.518, 0.279, 0.426, -1.363, 0.442, 0.405, 0.480, -1.466, 0.501, 0.470, 0.393, -1.420, 0.457, 0.462, 0.437, -0.087, -0.382, -0.442, -0.985, -1.077, -0.092, 0.580, -0.871, -1.161, -1.391, 0.455, 1.024, 0.414, 0.356, 0.425, 0.379, 0.904, -0.616, 0.317, 0.349, 0.471, 0.325, 0.318, 0.622, 0.274, -0.768, 0.456, -0.458, -0.616, 0.222, -0.570, 0.248, 0.309, 0.327, 0.309, 0.343]}